a:
Here is a cluster of 2 separate species, CH6S3 in total from the Open Molecules 2025 dataset. Energies are from ωB97M-V/def2-TZVPD.

Summary:
* structure (SMILES): CS.SS
* lowest unoccupied orbital energy: 0.21 eV
* Kohn-Sham gap: 9.16 eV

Geometry as XYZ:
```
10
CH6S3, DFT ωB97M-V/def2-TZVPD
S -0.05 0.13 -2.74
S -0.53 -1.79 -2.12
H 0.60 -0.26 -3.84
H -1.80 -1.77 -2.54
C 0.32 0.33 1.47
S -0.35 0.84 3.07
H -0.50 -0.08 0.88
H 1.07 -0.44 1.62
H 0.76 1.16 0.93
H 0.48 1.87 3.27
```

b:
Here is a cluster of 2 separate species, CH6S3 in total from the Open Molecules 2025 dataset. Energies are from ωB97M-V/def2-TZVPD.

Summary:
* structure (SMILES): CSS.S
* lowest unoccupied orbital energy: 0.41 eV
* Kohn-Sham gap: 9.42 eV

Geometry as XYZ:
```
10
CH6S3, DFT ωB97M-V/def2-TZVPD
S 2.71 0.75 0.82
H 1.81 1.31 1.70
H 2.50 -0.35 1.66
C 0.12 -1.61 -0.19
S -0.94 -0.41 -1.27
S -2.06 0.47 0.29
H -0.56 -1.68 0.60
H 0.00 -2.59 -0.67
H 1.15 -1.27 -0.14
H -1.02 1.28 0.65
```

Tell me which of them is the least stable. Sure, it is b.

a:
Here is an isolated molecule of C5H9NOS from the Open Molecules 2025 dataset. Energies are from ωB97M-V/def2-TZVPD.

Summary:
* structure (SMILES): CC(=S)/C=C(\N)CO
* lowest unoccupied orbital energy: 0.13 eV
* Kohn-Sham gap: 8.20 eV

Geometry as XYZ:
```
17
C5H9NOS, DFT ωB97M-V/def2-TZVPD
C -1.64 1.39 -1.23
C -1.01 1.60 0.13
C -0.09 0.61 0.68
C 0.36 -0.48 0.07
C 1.27 -1.42 0.85
H -0.92 1.51 -2.05
H -2.14 0.41 -1.26
H -2.37 2.20 -1.41
H 0.25 0.80 1.70
H 0.71 -1.86 -1.32
H 0.11 -0.30 -1.92
H 0.87 -2.44 0.85
H 2.26 -1.53 0.34
H 2.18 -1.35 2.53
N 0.14 -1.02 -1.18
O 1.39 -1.04 2.22
S -1.36 2.92 1.00
```

b:
Here is an isolated molecule of C5H9NOS from the Open Molecules 2025 dataset. Energies are from ωB97M-V/def2-TZVPD.

Summary:
* lowest unoccupied orbital energy (spin up / spin down): -0.15 / 0.29 eV
* Kohn-Sham gap (spin up / spin down): 7.44 / 7.74 eV

Geometry as XYZ:
```
17
C5H9NOS, DFT ωB97M-V/def2-TZVPD
C 2.31 -0.88 -0.52
C 0.28 1.28 -0.99
C 1.07 1.71 0.16
C -1.03 0.01 0.38
C -2.24 -0.82 0.37
N 2.99 -1.92 -0.35
O -0.75 0.49 -0.77
S 2.65 0.51 0.50
H 0.30 1.45 -2.06
H 1.38 -0.79 -0.91
H 1.71 2.52 -0.07
H 0.75 1.52 1.19
H -0.23 -0.16 0.98
H -2.53 -1.12 -0.69
H -3.03 -0.37 0.99
H -2.18 -1.86 0.81
H 3.79 -1.83 0.25
```

c:
Here is an isolated molecule of C5H9NOS from the Open Molecules 2025 dataset. Energies are from ωB97M-V/def2-TZVPD.

Summary:
* structure (SMILES): COC(=S)[C@H]1CCN1
* lowest unoccupied orbital energy: -0.01 eV
* Kohn-Sham gap: 8.54 eV

Geometry as XYZ:
```
17
C5H9NOS, DFT ωB97M-V/def2-TZVPD
C 2.22 -1.40 0.12
C 1.02 0.76 0.09
C -0.29 0.15 0.55
C -1.44 1.20 0.34
C -2.20 0.14 -0.47
H 1.17 -1.99 0.28
H 3.01 -1.98 -0.50
H 2.74 -1.30 1.14
H -0.04 -0.28 1.43
H -1.82 1.38 1.43
H -0.98 2.18 -0.03
H -2.96 -0.43 0.00
H -2.40 0.48 -1.54
H -0.41 -0.47 -1.39
N -0.86 -0.80 -0.59
O 1.93 0.01 -0.60
S 1.32 2.36 -0.26
```

d:
Here is an isolated molecule of C5H9NOS from the Open Molecules 2025 dataset. Energies are from ωB97M-V/def2-TZVPD.

Summary:
* structure (SMILES): O[C@H]1CNC[C@]12CS2
* lowest unoccupied orbital energy: 0.75 eV
* Kohn-Sham gap: 9.53 eV

Geometry as XYZ:
```
17
C5H9NOS, DFT ωB97M-V/def2-TZVPD
C 0.84 -0.79 -0.10
C 1.37 0.55 -0.73
C -0.96 0.80 -0.63
C -0.60 -0.40 0.34
C -0.96 -0.22 1.77
H 0.29 -2.50 -0.91
H 1.37 -1.10 0.74
H 1.70 0.27 -1.73
H 2.20 1.02 -0.18
H 0.34 2.21 -0.16
H -1.37 0.42 -1.56
H -1.70 1.49 -0.23
H -1.63 0.55 2.07
H -0.17 -0.52 2.47
N 0.28 1.52 -0.87
O 0.83 -1.74 -1.13
S -1.83 -1.56 0.86
```

Tell me which of them is the least stable. Sure, it is b.